{
  "formula": "C8H22BrN4O2",
  "method": "the ωB97M-V functional and the def2-TZVPD basis",
  "molar_mass_g_mol": 286.2,
  "homo_lumo_gap_ha": 0.2692,
  "spin_multiplicity": 1,
  "e_tot_ha": -3261.231402,
  "charge": 1,
  "e_homo_ev": -11.5624,
  "elements": ["N", "C", "C", "N", "Br", "H", "H", "H", "H", "H", "H", "H", "H", "C", "O", "N", "C", "C", "H", "H", "H", "H", "H", "H", "H", "C", "O", "N", "C", "C", "H", "H", "H", "H", "H", "H", "H"],
  "positions_angstrom": [[-2.0767, -0.7573, 1.8618], [-0.7885, 0.0259, 1.9875], [0.1140, 0.0995, 0.6167], [1.1051, -1.0756, 0.4839], [0.5475, -2.3320, -0.7908], [-2.5318, -0.6482, 0.9273], [-1.9755, -1.7591, 2.1433], [-1.1054, 1.1508, 2.2309], [-0.0777, -0.3732, 2.8590], [-0.5000, 0.2802, -0.3679], [0.8128, 1.0599, 0.7371], [2.0703, -0.7076, 0.2311], [1.1799, -1.5759, 1.4073], [-5.1692, -0.8219, -0.9689], [-4.4129, -1.1467, -0.0623], [-5.4700, 0.4728, -1.3342], [-6.3775, 0.7745, -2.4214], [-4.8600, 1.5678, -0.6082], [-5.6865, -1.5757, -1.5851], [-5.8422, 1.3560, -3.1776], [-7.2145, 1.3605, -2.0311], [-6.7625, -0.1410, -2.8786], [-3.7720, 1.4887, -0.6931], [-5.1373, 1.4932, 0.4476], [-5.1917, 2.5293, -1.0090], [5.0362, -0.4950, 1.4329], [3.8203, -0.5828, 1.5483], [5.7051, -0.1045, 0.2927], [7.1498, -0.0262, 0.2368], [4.9400, 0.2387, -0.8884], [5.7127, -0.7328, 2.2703], [7.4392, 1.0011, -0.0029], [7.5107, -0.7018, -0.5441], [7.5970, -0.3114, 1.1930], [4.2683, 1.0685, -0.6486], [4.3394, -0.6257, -1.1871], [5.6034, 0.5271, -1.7081]],
  "mulliken_charge": [-0.41, -0.57, -0.30, -0.19, 0.13, 0.18, 0.26, 0.28, 0.34, 0.36, 0.26, 0.25, 0.44, 0.10, -0.60, 0.10, -0.91, -0.81, 0.28, 0.34, 0.34, 0.29, 0.17, 0.30, 0.37, 0.12, -0.57, 0.12, -0.90, -0.91, 0.27, 0.34, 0.34, 0.29, 0.29, 0.25, 0.37]
}



{
  "formula": "C4H7NO2",
  "method": "the ωB97M-V functional and the def2-TZVPD basis",
  "molar_mass_g_mol": 101.1,
  "smiles": "C[C@@H](C=O)C(N)=O",
  "homo_lumo_gap_ha": 0.3776,
  "spin_multiplicity": 1,
  "e_tot_ha": -361.840959,
  "de_lowest_kcal_mol": 25.04,
  "e_homo_ev": -9.7003,
  "elements": ["C", "C", "C", "O", "C", "N", "O", "H", "H", "H", "H", "H", "H", "H"],
  "positions_angstrom": [[1.3679, 0.5311, -1.0659], [0.0876, 0.0191, -0.4176], [0.1756, -1.4382, 0.0947], [0.1096, -2.1951, -0.8362], [-0.4415, 0.7911, 0.7387], [-1.6540, 0.3097, 1.1664], [0.1740, 1.6756, 1.2955], [2.1400, 0.6473, -0.3067], [1.7183, -0.1596, -1.8441], [1.1884, 1.5038, -1.5363], [-0.6944, -0.0135, -1.2006], [-0.0382, -1.8524, 1.1321], [-2.1011, -0.5008, 0.7597], [-2.0323, 0.6819, 2.0202]],
  "mulliken_charge": [-1.47, 0.65, -0.23, -0.45, 0.30, -0.39, -0.61, 0.34, 0.39, 0.34, 0.26, 0.41, 0.22, 0.24]
}



{
  "formula": "CH3ClN2O2",
  "method": "the ωB97M-V functional and the def2-TZVPD basis",
  "molar_mass_g_mol": 110.5,
  "homo_lumo_gap_ha": [0.3315, 0.3329],
  "spin_multiplicity": 1,
  "e_tot_ha": -759.890311,
  "de_lowest_kcal_mol": 76.01,
  "e_homo_ev": [-8.7800, -8.9624],
  "elements": ["C", "N", "N", "O", "O", "Cl", "H", "H", "H"],
  "positions_angstrom": [[0.9106, 0.6166, -0.0706], [-1.0498, -0.9408, 0.1592], [-0.4959, 0.3082, -0.1740], [-2.2220, -1.0080, 0.5386], [-1.2073, 1.2646, -0.2868], [1.7526, -0.9878, -0.1420], [1.1624, 1.2362, -0.9528], [1.4417, 1.1709, 0.7335], [-0.2923, -1.6600, 0.1949]],
  "mulliken_charge": [-0.14, 0.19, 0.52, -0.53, -0.61, -0.26, 0.28, 0.29, 0.27]
}